The following is a DFT calculation (the ωB97M-V functional and the def2-TZVPD basis) of 13 unconnected molecules or ions with the total composition C45H122N6O13.

```
186
Properties=species:S:1:pos:R:3:forces:R:3:mulliken_charge:R:1
C -1.476 1.252 4.389 0.770 -2.631 -0.791 -2.156
C -2.706 0.754 3.641 0.698 0.333 0.046 2.558
C -3.898 1.070 4.528 -1.128 -0.926 -1.291 -1.428
O -5.152 1.029 3.804 0.470 0.060 0.101 -0.139
C -6.304 1.057 4.664 2.403 0.248 0.055 -1.042
N -2.744 1.475 2.359 -1.448 0.711 0.697 0.254
H -1.361 0.873 5.387 -0.089 -0.800 0.526 0.553
H -1.404 2.268 4.523 -0.145 2.578 -0.217 0.821
H -0.638 0.884 3.783 0.152 0.322 0.382 -0.012
H -2.502 -0.290 3.363 -0.691 -0.202 0.828 -1.217
H -3.752 2.022 4.943 0.100 1.964 0.174 0.649
H -3.932 0.472 5.424 -0.028 -1.082 0.175 0.520
H -6.335 0.072 5.096 -0.432 -0.273 0.885 0.377
H -7.161 1.222 4.081 -1.072 0.231 -0.911 0.305
H -6.179 1.886 5.377 -0.254 -0.434 0.164 0.276
H -3.691 1.385 1.995 0.124 0.106 -0.152 0.091
H -2.140 1.033 1.704 0.523 -0.429 -0.645 -0.750
C -5.652 -0.642 0.668 -1.347 0.289 0.208 -1.635
C -4.726 -1.724 1.261 -1.131 0.230 -2.702 2.515
C -5.453 -2.372 2.398 -0.152 -0.447 1.810 -0.824
O -4.686 -3.480 2.909 0.178 0.834 0.422 -0.122
C -5.255 -4.209 3.984 -0.091 -1.242 -1.439 -0.973
N -4.399 -2.672 0.113 0.599 0.802 1.781 -0.378
H -5.359 -0.167 -0.293 0.516 -0.352 0.836 -0.020
H -5.868 0.144 1.441 0.227 -0.581 -0.784 0.189
H -6.626 -1.122 0.399 0.457 0.270 0.378 0.607
H -3.867 -1.174 1.587 0.998 -0.215 0.294 -1.422
H -6.371 -2.816 2.044 -0.692 0.048 -0.359 0.498
H -5.736 -1.634 3.226 0.622 -0.732 -0.978 0.026
H -5.260 -3.777 4.968 0.585 0.645 0.406 0.319
H -4.749 -5.190 3.950 0.103 0.532 0.475 0.245
H -6.287 -4.472 3.785 -0.591 0.151 -0.297 0.387
H -5.123 -2.720 -0.586 -0.231 0.159 0.066 0.306
H -4.275 -3.598 0.497 0.051 -0.286 -0.042 0.264
C 1.996 4.267 4.127 -2.060 0.151 0.087 -1.270
C 2.609 4.622 2.790 -0.479 -0.461 -0.172 0.546
C 2.063 3.791 1.687 -1.526 -2.956 -0.189 1.248
O 2.869 3.708 0.529 -0.106 1.189 -0.081 -0.055
C 2.525 4.727 -0.379 0.726 0.011 -1.130 -0.597
N 2.470 5.991 2.419 1.016 1.698 0.462 -0.727
H 2.556 4.649 4.957 0.522 0.213 0.356 0.430
H 1.943 3.173 4.192 -0.096 0.221 0.253 0.238
H 0.930 4.700 4.280 1.604 -0.794 -0.601 0.191
H 3.640 4.399 2.763 1.426 -0.243 0.561 0.432
H 1.035 4.142 1.460 0.342 0.010 -0.236 -1.575
H 1.912 2.697 1.862 0.150 0.770 0.924 -0.129
H 2.884 5.729 -0.119 -0.159 -0.201 0.202 0.176
H 1.448 4.735 -0.542 -0.137 0.135 -0.068 0.325
H 3.025 4.468 -1.309 -0.103 0.008 -0.260 -0.006
H 3.239 6.303 1.833 -0.253 -0.032 0.253 0.328
H 1.623 6.160 1.926 -0.738 0.213 -0.278 0.291
C -1.688 -4.398 2.771 0.007 -0.462 0.185 -1.830
C -1.165 -3.020 2.372 0.346 -1.102 -0.856 2.728
C 0.036 -2.537 3.129 0.049 0.301 0.574 -1.483
O 0.378 -1.234 2.741 1.078 0.969 0.100 0.443
C 1.452 -0.724 3.563 -0.575 -1.270 0.797 -0.425
N -0.902 -3.026 0.932 -1.604 0.607 -1.148 0.754
H -1.032 -5.246 2.504 0.320 0.567 0.249 0.293
H -2.611 -4.649 2.238 -0.001 0.466 0.114 0.288
H -1.907 -4.426 3.830 -0.085 -0.230 0.393 0.559
H -1.945 -2.291 2.562 -0.302 0.177 -0.098 -1.451
H 0.904 -3.161 3.082 0.681 -0.818 -0.607 0.328
H -0.177 -2.509 4.182 -0.551 -0.105 0.927 0.536
H 1.848 0.190 3.185 -0.056 0.747 -0.679 -0.405
H 2.307 -1.418 3.676 -0.499 -0.010 -0.401 0.189
H 1.070 -0.534 4.581 0.017 0.019 -0.196 0.450
H -0.344 -3.811 0.585 -0.200 0.197 0.455 -0.328
H -1.854 -3.150 0.512 1.164 0.097 0.156 -0.497
C -2.387 -5.819 -4.029 -1.075 -0.301 0.435 -1.490
C -1.915 -5.390 -2.626 -1.015 -1.802 -0.194 0.324
C -0.437 -5.431 -2.527 0.800 0.772 -0.064 -0.204
O -0.060 -5.286 -1.196 -1.640 -0.161 0.995 -0.260
C 1.287 -5.471 -1.067 1.029 2.015 0.551 -0.346
N -2.453 -4.123 -2.327 0.309 2.874 1.087 -0.233
H -1.931 -6.740 -4.373 0.425 -0.076 -0.021 0.438
H -2.108 -4.997 -4.677 -0.025 0.051 -0.537 0.288
H -3.496 -6.018 -4.134 1.132 0.617 0.464 0.305
H -2.314 -6.030 -1.823 0.175 -0.453 -0.426 0.410
H 0.037 -4.569 -3.031 -0.264 -0.322 -0.632 -0.214
H 0.005 -6.355 -2.838 0.119 -0.815 -0.888 0.456
H 1.594 -6.494 -1.232 0.345 -0.317 -0.400 0.415
H 1.487 -5.183 -0.042 0.544 -0.199 0.301 -0.321
H 1.778 -4.683 -1.709 0.261 -1.123 0.299 0.323
H -2.057 -3.458 -3.011 -0.313 -0.135 0.368 -0.058
H -2.066 -3.776 -1.404 -0.715 -0.589 -1.411 -0.021
C 1.025 4.300 -3.817 0.901 -1.955 -1.206 -0.808
C 1.111 4.095 -5.353 0.034 0.786 -0.320 0.599
C 1.248 2.641 -5.779 2.374 -0.142 -2.077 -0.829
O 2.492 2.087 -5.289 -0.348 0.551 1.126 0.135
C 3.555 1.843 -6.186 -0.426 -0.618 0.617 -0.977
N 0.017 4.859 -5.946 0.671 -0.204 -0.323 -0.600
H 0.083 3.854 -3.445 0.192 0.790 -0.120 0.341
H 1.230 5.333 -3.630 -0.397 0.609 0.573 0.454
H 1.813 3.676 -3.367 -0.093 0.348 -0.010 -0.274
H 2.005 4.560 -5.844 -0.108 -0.241 1.114 0.111
H 1.379 2.585 -6.887 -0.464 0.492 0.306 0.536
H 0.486 1.933 -5.607 -1.262 -0.478 1.023 0.004
H 3.965 2.705 -6.708 -0.063 0.354 0.152 0.270
H 3.196 1.129 -6.907 0.099 -0.416 -0.704 0.413
H 4.331 1.345 -5.579 -0.183 0.350 -0.389 0.179
H -0.805 4.887 -5.379 -0.575 -0.242 -0.294 0.210
H -0.087 4.752 -6.953 -0.385 -0.039 0.628 0.229
C 5.450 2.347 -2.660 0.276 -1.039 -0.868 -1.429
C 4.535 1.421 -1.911 1.273 0.128 1.245 1.418
C 4.810 -0.022 -2.260 -0.253 -0.090 -2.336 -1.604
O 4.661 1.593 -0.510 1.095 -1.278 0.760 -0.131
H 6.446 2.165 -2.296 0.702 -0.284 -0.235 0.416
H 5.316 3.406 -2.528 -0.695 0.408 -0.055 0.328
H 5.310 2.007 -3.713 0.606 0.880 0.470 0.163
H 3.570 1.675 -2.191 -2.298 0.191 -0.551 -0.129
H 5.845 -0.339 -2.270 0.469 0.189 0.963 0.446
H 4.673 -0.043 -3.385 -0.603 -0.405 1.060 0.150
H 4.172 -0.761 -1.760 0.126 0.311 -0.159 0.337
H 4.127 2.275 -0.125 -0.825 0.899 -0.009 0.225
C -4.042 -1.294 -3.626 -1.719 -1.612 1.081 -1.277
C -3.706 0.144 -3.786 2.074 0.397 0.310 0.618
C -4.405 1.034 -2.806 -1.704 -0.771 0.536 -0.878
O -2.248 0.342 -3.693 -0.251 -0.222 0.830 -0.295
H -5.155 -1.459 -3.773 1.109 0.239 0.237 0.492
H -3.778 -1.735 -2.639 -0.263 0.706 -0.219 -0.034
H -3.577 -1.997 -4.289 0.479 0.086 -0.878 0.353
H -3.935 0.470 -4.786 -0.121 0.133 -0.495 0.408
H -5.479 0.662 -2.860 0.987 0.949 0.383 0.402
H -4.339 2.079 -3.068 -0.077 0.281 -0.200 0.371
H -4.050 0.932 -1.764 -0.015 -0.248 -0.486 -0.247
H -1.988 0.255 -2.737 -0.512 -0.005 -0.940 -0.007
C 3.683 -5.027 2.585 2.285 -0.360 -0.656 -1.007
C 4.713 -3.832 2.331 -0.280 -2.286 0.159 0.789
C 5.388 -3.990 0.936 -1.303 -1.217 1.269 -1.349
O 4.030 -2.663 2.576 -2.326 -0.714 0.050 -0.006
H 2.776 -4.952 2.040 -0.833 0.704 -0.877 -0.137
H 3.384 -5.029 3.620 0.195 -0.321 0.491 0.367
H 4.107 -6.025 2.220 -0.270 1.258 0.961 0.347
H 5.464 -3.862 3.132 0.381 -0.660 -0.281 0.220
H 4.625 -4.155 0.186 -0.343 -0.051 -0.212 0.206
H 5.996 -4.909 0.976 0.080 0.550 -0.127 0.403
H 5.917 -3.131 0.640 1.034 1.003 -0.172 0.406
H 4.584 -1.936 2.407 1.094 1.824 -0.649 0.033
C -0.156 1.902 0.001 0.249 0.277 -1.220 -0.467
C -0.242 0.567 -0.795 0.502 1.169 2.618 1.472
C 0.896 -0.314 -0.360 0.649 1.137 -0.940 -0.759
O -1.513 0.011 -0.491 -0.600 -0.315 -0.194 1.057
H -0.391 1.776 1.058 0.104 -0.098 -0.094 -0.229
H -0.847 2.614 -0.451 -0.363 0.064 0.251 0.384
H 0.828 2.396 -0.104 -0.204 -0.564 0.035 -0.340
H -0.196 0.797 -1.817 0.022 0.217 -1.747 0.052
H 1.835 -0.103 -0.898 -0.244 0.532 0.340 -0.442
H 0.694 -1.293 -0.662 -0.450 -1.922 0.091 0.655
H 1.005 -0.178 0.697 0.319 -0.548 0.563 -0.292
H -1.422 -0.882 -0.123 0.276 -0.054 -0.058 -0.494
C 1.764 -1.910 -4.684 -0.287 0.179 -0.610 -1.339
C 0.489 -1.127 -4.826 0.133 -0.111 -0.316 1.474
C -0.070 -0.795 -6.240 -1.582 0.089 1.719 -1.318
O -0.462 -1.898 -4.102 -0.437 0.304 -0.328 -0.008
H 2.212 -1.546 -3.764 0.377 -0.613 0.123 0.045
H 2.385 -1.643 -5.527 0.620 -0.298 -0.127 0.430
H 1.482 -2.977 -4.672 0.582 0.365 0.013 0.385
H 0.665 -0.211 -4.270 -0.275 0.647 -0.153 -0.367
H 0.268 0.112 -6.703 0.594 0.465 0.026 0.327
H -1.167 -0.619 -6.019 0.993 -0.137 -0.644 0.263
H 0.010 -1.578 -6.963 0.113 -0.801 -0.283 0.381
H -1.221 -1.310 -4.187 -0.826 -0.095 0.665 -0.316
C -2.265 5.139 1.121 -0.616 -1.202 -0.041 -0.375
C -2.793 5.215 2.563 2.102 0.424 0.457 0.546
C -4.247 5.498 2.640 -0.070 -1.828 1.046 -1.549
O -2.343 4.131 3.403 -0.199 2.264 0.613 -0.469
H -1.254 4.730 1.179 0.209 0.484 -0.231 -0.602
H -2.343 6.101 0.573 0.201 -0.582 0.421 0.506
H -2.828 4.350 0.556 0.208 0.699 0.313 0.204
H -2.260 6.037 3.070 -0.197 0.166 -0.442 0.207
H -4.787 4.572 2.404 -0.273 0.417 -0.304 0.227
H -4.496 6.338 2.073 -0.595 1.077 -1.405 0.475
H -4.488 5.769 3.644 -0.291 -0.023 0.894 0.369
H -2.397 3.282 3.014 -0.508 -1.768 -1.434 0.353
C 5.146 1.607 2.986 -1.146 0.084 -1.082 -0.643
C 5.976 0.363 2.614 -0.343 1.796 0.285 0.772
C 6.294 -0.438 3.828 1.703 -1.854 0.290 -1.627
O 5.288 -0.469 1.714 0.007 0.398 -1.008 -0.482
H 5.503 1.984 3.940 -0.210 0.208 0.104 0.456
H 4.057 1.280 3.042 1.206 0.611 0.169 -0.206
H 5.243 2.433 2.205 -0.208 -1.081 0.926 0.154
H 6.875 0.809 2.169 0.273 -0.675 -0.092 0.155
H 5.451 -0.858 4.368 -0.473 0.432 0.000 0.346
H 6.967 0.074 4.533 -0.391 0.045 -0.268 0.438
H 6.856 -1.363 3.512 -0.301 0.785 0.171 0.333
H 5.040 0.066 0.928 0.037 -0.287 0.315 0.049
```
Positions in Å, forces in eV/Å.

Calculated values
E_LUMO = 0.679 eV
strongest force on any atom = 3.3 eV/Å
Kohn-Sham gap = 9.5903 eV